# 1
Formula: C5H14O3
Source: OMol25
Level of theory: the ωB97M-V functional and the def2-TZVPD basis

Geometry as XYZ:
```
22
Properties=species:S:1:pos:R:3:forces:R:3
C -0.0224 2.7030 -0.7682 0.07 -0.87 3.00
C 0.8649 2.0615 0.0384 0.66 2.24 0.86
C 1.2059 0.6278 0.0004 1.42 1.16 -0.85
C 0.3257 -0.2531 0.4539 -0.08 1.25 -0.40
C 0.4884 -1.6347 0.1641 1.75 -3.58 1.56
H -0.4617 3.5393 -0.2195 0.42 0.70 -1.08
H -0.6278 2.2274 -1.5145 0.13 -0.29 -0.43
H 1.4046 2.7448 0.8537 -1.24 -1.60 -1.63
H 2.2407 0.3715 -0.4384 -1.90 -0.05 0.50
H -0.5120 0.0449 1.0614 -0.34 0.44 -0.11
H 0.9343 -2.1730 1.0889 -0.88 0.33 -1.49
H 1.1792 -1.7820 -0.6293 1.31 0.13 -0.50
H -0.2960 -2.2351 -0.2553 -1.31 0.06 0.56
O 0.9029 -1.8282 3.7385 1.27 0.19 3.02
H 0.2948 -2.4811 3.4990 -1.30 -1.06 -1.20
H 1.1497 -1.2154 3.0907 0.03 0.92 -1.78
O -3.1765 -0.4832 -0.0620 2.21 -1.22 -5.94
H -2.2493 -0.2676 -0.4244 -2.25 -0.40 0.97
H -3.1843 -0.2116 0.7804 0.04 1.66 4.94
O -0.1147 0.4472 -3.3242 0.18 1.84 -0.29
H -0.1492 0.1691 -4.2238 -0.01 0.18 -1.38
H -0.1974 -0.3716 -2.9097 -0.18 -2.04 1.68
```
Positions in Å, forces in eV/Å.

Values from the calculation:
* DFT total energy: -424.50745 Ha
* energy relative to the best compared isomer or geometry (same formula, charge and spin): 259.3 kJ/mol
* HOMO-LUMO gap: 0.369 hartree
* HOMO energy: -9.54 eV

---

# 2
Formula: C5H14O3
Source: OMol25
Level of theory: the ωB97M-V functional and the def2-TZVPD basis

Geometry as XYZ:
```
22
Properties=species:S:1:pos:R:3:forces:R:3
C 2.2853 -0.8843 1.6127 -1.82 0.22 -0.08
C 1.7451 -0.1566 0.3539 2.07 -0.32 0.42
C 2.3514 -0.8019 -0.9140 -1.20 -0.38 -0.44
C 0.2321 -0.0975 0.4165 0.04 -0.13 -1.01
C -0.2481 1.1269 1.1078 -1.41 -0.10 0.16
O -1.0155 1.0836 2.0377 0.15 0.16 0.36
H 1.7046 -0.5401 2.4756 0.17 0.08 0.08
H 3.3267 -0.7197 1.8433 0.36 -0.30 -0.30
H 1.9675 -1.9248 1.4806 0.70 -0.13 0.24
H 2.2026 0.8362 0.3847 -0.54 0.34 0.07
H 1.5290 -1.1485 -1.5551 0.17 -0.23 0.11
H 2.8718 -0.1037 -1.5556 0.37 0.29 0.11
H 2.9961 -1.6578 -0.7056 0.01 0.14 0.07
H -0.2395 -0.9948 0.8307 0.29 0.17 0.39
H -0.1747 -0.0707 -0.6002 0.01 0.37 -0.13
H -0.0277 2.1213 0.6735 0.52 -0.15 -0.09
O -3.4536 0.5521 -0.2385 -0.32 -0.02 0.28
H -4.0370 -0.1832 -0.4680 0.15 0.19 0.06
H -3.8042 0.8918 0.6012 0.25 -0.17 -0.33
O -1.0293 -0.4785 -3.2786 0.11 -0.02 0.37
H -0.9256 -0.0221 -4.1157 -0.10 -0.12 -0.15
H -1.4771 -1.3123 -3.4510 0.03 0.13 -0.19
```
Positions in Å, forces in eV/Å.

Values from the calculation:
* DFT total energy: -424.59586 Ha
* energy relative to the best compared isomer or geometry (same formula, charge and spin): 27.2 kJ/mol
* HOMO-LUMO gap: 0.368 hartree
* HOMO energy: -9.42 eV

---

# 3
Formula: C5H14OS2
Source: OMol25
Level of theory: the ωB97M-V functional and the def2-TZVPD basis

Geometry as XYZ:
```
22
Properties=species:S:1:pos:R:3:forces:R:3
C -1.6004 0.8999 -0.8890 -0.98 -1.79 0.50
C -2.6885 1.0763 0.2565 1.75 0.62 0.11
C -0.2446 1.5313 -0.6470 0.61 0.63 0.41
S 0.9710 1.3065 -1.9812 -1.33 -0.04 1.09
S -0.3347 -1.8149 0.8261 1.24 -0.03 -1.81
C 0.8939 -1.8449 -0.5510 0.81 0.26 0.72
C 2.2113 -1.0235 -0.4547 -0.52 -0.10 0.91
H -1.2929 -0.1482 -0.9658 -0.88 -0.20 -0.13
H -2.0881 1.1256 -1.8420 0.59 0.46 -0.01
H -3.6868 1.3232 -0.0866 -0.12 -0.58 -0.36
H -2.6551 0.2583 0.9865 -0.29 0.03 -0.44
H -2.4294 1.9630 0.8448 0.18 0.06 0.03
H 0.2861 1.1076 0.3489 -1.11 0.64 -1.61
H -0.4477 2.6195 -0.5163 1.02 -0.34 0.34
H 0.5261 -1.4028 -1.4712 -1.39 0.10 -0.50
H 1.1961 -2.8707 -0.8113 -0.76 0.00 0.04
H 2.4988 -0.8129 -1.4933 0.25 0.04 0.41
H 1.9887 -0.0976 0.1079 0.60 -0.39 -0.33
H 3.0087 -1.5812 0.0364 -0.01 0.20 0.19
H 1.4179 -0.3989 3.5623 0.01 0.02 -0.86
H 0.9644 -0.9614 2.1408 0.54 0.91 0.81
O 1.5051 -0.2542 2.5991 -0.20 -0.49 0.48
```
Positions in Å, forces in eV/Å.

Values from the calculation:
* DFT total energy: -1070.31089 Ha
* energy relative to the best compared isomer or geometry (same formula, charge and spin): 555.0 kJ/mol
* HOMO-LUMO gap: 0.141 hartree
* HOMO energy: -8.26 eV